# 1
8
Properties=species:S:1:pos:R:3 method="wB97M-V/def2-TZVPD" homo_energy_ha="-0.23159 / -0.41683" gap_ev="7.135 / 8.468" multiplicity=3 relative_energy_kj_mol=478.2 e_lumo_ev="0.83 / -2.87"
C -1.421 -1.030 1.807
C -0.013 -0.054 0.197
N -0.281 -0.341 1.587
O -2.590 -1.101 1.964
O -0.369 -1.833 1.743
H -0.861 0.445 -0.323
H 0.871 0.664 -0.025
H 0.190 -0.913 -0.382

=====

# 2
17
Properties=species:S:1:pos:R:3 method="wB97M-V/def2-TZVPD" homo_energy_ha=-0.30009 gap_ev=8.571 relative_energy_kj_mol=415.4 e_lumo_ev=0.41
C 1.026 -1.018 0.762
C 0.283 0.195 0.139
C 0.708 0.282 -1.220
C -1.131 -0.203 0.109
H 0.294 -1.159 1.594
H 1.319 -1.779 -0.111
H 2.102 -0.450 1.140
H 1.482 1.528 1.180
H 0.261 1.069 1.868
H 1.055 -0.666 -1.631
H 1.507 1.175 -1.369
H -2.517 -0.013 -1.587
H -2.725 -0.947 0.423
N 0.425 1.514 0.932
N -1.593 0.146 -1.138
N -1.788 -0.725 1.177
S -0.709 1.051 -2.268

=====

# 3
10
Properties=species:S:1:pos:R:3 method="wB97M-V/def2-TZVPD" smiles="O=CNNC=S" homo_energy_ha=-0.32719 gap_ev=9.331 relative_energy_kj_mol=193.7 e_lumo_ev=0.43
C -1.567 0.054 0.957
C 1.524 -0.102 -0.896
H -2.451 0.708 0.805
H -0.708 0.840 -0.676
H 0.596 -1.131 0.647
H 2.420 -0.741 -0.788
N -0.493 0.480 0.225
N 0.655 -0.326 0.060
O -1.491 -0.805 1.802
S 1.514 1.024 -2.136

=====

What did the second record say?
17
Properties=species:S:1:pos:R:3 method="wB97M-V/def2-TZVPD" homo_energy_ha=-0.30009 gap_ev=8.571 relative_energy_kj_mol=415.4 e_lumo_ev=0.41
C 1.026 -1.018 0.762
C 0.283 0.195 0.139
C 0.708 0.282 -1.220
C -1.131 -0.203 0.109
H 0.294 -1.159 1.594
H 1.319 -1.779 -0.111
H 2.102 -0.450 1.140
H 1.482 1.528 1.180
H 0.261 1.069 1.868
H 1.055 -0.666 -1.631
H 1.507 1.175 -1.369
H -2.517 -0.013 -1.587
H -2.725 -0.947 0.423
N 0.425 1.514 0.932
N -1.593 0.146 -1.138
N -1.788 -0.725 1.177
S -0.709 1.051 -2.268